125
Properties=species:S:1:pos:R:3 method="wB97M-V/def2-TZVPD" charge=+1 orbital_gap_ev=7.444 total_energy_ha=-3602.587362
N -6.33221 2.90544 4.49194
C -5.37456 2.73146 3.41163
C -5.64472 1.47826 2.56008
C -4.50671 1.24176 1.60377
C -4.66882 1.81695 0.34075
C -3.70645 1.67753 -0.62462
C -2.60058 0.91661 -0.33618
N -2.42245 0.34404 0.87158
P -0.89996 -0.57882 0.93426
O 0.15551 0.27398 1.45357
O -1.18197 -1.91072 1.71214
O -0.58579 -1.00323 -0.55611
C -3.34911 0.51708 1.87984
C -3.06097 -0.10806 3.24724
F -3.27668 -1.43949 3.16643
F -3.95021 0.34010 4.17471
C -1.71419 0.21731 3.83935
C -0.91392 -0.75176 4.42533
C 0.31379 -0.36979 4.95249
C 0.73356 0.95312 4.89494
C -0.08440 1.92020 4.32466
C 0.32600 3.35925 4.26611
F -0.69867 4.15345 3.92345
F 1.28105 3.55989 3.35629
F 0.77247 3.78984 5.44739
C -1.30840 1.54780 3.79063
H -7.11785 2.28276 4.38724
H -5.91698 2.79102 5.40171
H -5.47893 3.57931 2.73072
H -4.34926 2.76234 3.76266
H -6.53435 1.69684 1.97936
H -5.87198 0.62287 3.17697
H -5.56239 2.37901 0.13729
H -3.82847 2.13160 -1.59032
H -1.84594 0.79132 -1.08891
H -0.39969 -2.47638 1.62773
H -1.36469 -1.38293 -1.00008
H -1.23940 -1.77428 4.47700
H 0.94725 -1.10059 5.42460
H 1.68079 1.23996 5.32131
H -1.93872 2.29020 3.32851
O 6.89920 5.49705 -0.96569
C 5.93813 5.11480 -0.35989
O 5.21738 5.99962 0.35442
C 3.95988 5.66129 0.94351
C 4.08462 4.93922 2.26728
C 5.55985 3.64931 -0.33429
H 3.35648 5.09611 0.22980
H 3.45811 6.61596 1.09058
H 4.60043 3.98456 2.16255
H 3.09907 4.75040 2.68263
H 4.65288 5.53659 2.98025
H 6.20267 3.13837 0.38063
H 5.74027 3.23884 -1.32455
H 4.52046 3.45403 -0.08144
O 0.55926 3.50846 -5.18070
C 1.67885 3.88454 -4.96869
O 2.19780 3.68339 -3.74073
C 3.56057 3.96106 -3.40188
C 3.78438 5.42002 -3.06029
C 2.48396 4.62500 -6.01012
H 4.23286 3.61074 -4.18664
H 3.75239 3.34294 -2.52766
H 3.57187 6.06950 -3.90883
H 4.81526 5.59302 -2.75112
H 3.11885 5.72054 -2.24946
H 2.15814 5.66387 -6.02577
H 2.27593 4.17686 -6.97819
H 3.55932 4.59239 -5.85565
O -1.22901 -3.90384 -4.93495
C -0.13957 -4.06817 -4.44838
O 0.06263 -3.48967 -3.25343
C 1.19682 -3.67183 -2.40711
C 2.36476 -2.80493 -2.80828
C 0.98141 -4.80305 -5.12553
H 1.48202 -4.72384 -2.33643
H 0.82666 -3.37922 -1.42393
H 2.72949 -3.06610 -3.79402
H 3.18331 -2.91580 -2.10094
H 2.05931 -1.75590 -2.83721
H 1.44480 -4.13783 -5.85249
H 0.55955 -5.65895 -5.64730
H 1.74795 -5.16507 -4.44394
O 4.14389 -4.90423 -3.63787
C 4.80592 -5.84440 -4.00152
O 4.85046 -6.11620 -5.31162
C 5.70558 -7.11898 -5.87955
C 5.09999 -8.50349 -5.78764
C 5.51501 -6.74260 -3.01736
H 6.69969 -7.06690 -5.43459
H 5.81340 -6.83103 -6.92288
H 4.95166 -8.81335 -4.75320
H 5.74759 -9.23238 -6.27380
H 4.12587 -8.51977 -6.27617
H 4.78946 -7.43763 -2.59700
H 5.91212 -6.12191 -2.21807
H 6.34257 -7.30585 -3.43906
O -5.29796 -1.49361 -1.44059
C -5.18888 -1.84256 -2.59297
O -4.01151 -1.67322 -3.19400
C -3.70415 -2.18998 -4.50839
C -4.19963 -1.28271 -5.61375
C -6.35360 -2.40512 -3.36645
H -4.07031 -3.21129 -4.60657
H -2.62433 -2.25054 -4.52755
H -5.28588 -1.18073 -5.60514
H -3.90001 -1.67823 -6.58318
H -3.77988 -0.28318 -5.49732
H -6.98001 -1.57898 -3.69982
H -6.93220 -3.03769 -2.69776
H -6.06755 -3.00474 -4.22592
O 0.07710 -1.00760 8.53053
C -0.94448 -0.38748 8.62192
O -1.90235 -0.59935 7.69363
C -3.20636 -0.01785 7.74655
C -3.19978 1.38561 7.17972
C -1.15443 0.65903 9.69021
H -3.62202 -0.06477 8.75396
H -3.82268 -0.66460 7.12343
H -2.56574 2.05737 7.75813
H -4.20802 1.80195 7.15593
H -2.80246 1.35524 6.16557
H -0.64719 1.57317 9.38477
H -0.70215 0.29693 10.60963
H -2.19671 0.88409 9.90217